Computed, not measured: a cluster of 11 separate species, C28H77N3O11 in total, with ωB97M-V with the def2-TZVPD basis set.

The geometry in XYZ format:
```
119
C28H77N3O11 | OMol25 | ωB97M-V with the def2-TZVPD basis set
C -3.722 1.811 3.584
C -2.394 1.062 3.638
C -1.342 1.690 2.728
C -1.898 1.229 5.077
C -0.663 0.413 5.446
C -0.996 -1.058 5.148
C -1.547 -1.327 3.747
C -0.401 -1.402 2.738
C -2.212 -2.712 3.809
N -2.590 -0.361 3.422
O -3.367 -0.664 2.292
H -3.566 2.890 3.563
H -4.319 1.519 2.718
H -4.338 1.590 4.458
H -1.465 1.401 1.680
H -1.440 2.783 2.683
H -0.300 1.534 2.998
H -1.806 2.273 5.399
H -2.653 0.871 5.791
H 0.289 0.774 5.057
H -0.568 0.468 6.535
H -1.642 -1.490 5.911
H -0.019 -1.548 5.248
H 0.391 -0.660 2.930
H -0.735 -1.199 1.716
H 0.187 -2.323 2.711
H -2.644 -3.009 2.854
H -2.962 -2.768 4.597
H -1.439 -3.448 4.050
H -2.806 -0.745 1.497
N 0.761 -0.162 -2.443
C 0.816 -0.407 -1.089
N 0.772 0.712 -0.310
O 0.853 -1.562 -0.634
H 1.121 0.698 -2.814
H 0.686 -0.973 -3.036
H 0.830 0.570 0.681
H 0.433 1.585 -0.684
C -0.735 0.223 -5.672
C 0.228 -0.717 -6.383
O 1.344 -1.120 -5.595
H -1.360 0.698 -6.430
H -0.191 0.978 -5.102
H -1.379 -0.342 -4.997
H 0.632 -0.298 -7.316
H -0.309 -1.601 -6.731
H 1.764 -0.312 -5.255
C 4.537 -0.333 2.949
C 3.186 -0.334 3.636
O 3.019 0.711 4.587
H 4.611 -1.225 2.313
H 5.448 -0.317 3.552
H 4.620 0.477 2.218
H 2.930 -1.303 4.077
H 2.478 -0.228 2.810
H 3.741 0.625 5.216
C -0.162 5.005 -2.699
C 0.216 4.909 -1.234
O 0.158 3.553 -0.772
H -0.112 6.039 -3.065
H -1.237 4.832 -2.872
H 0.402 4.370 -3.378
H -0.425 5.534 -0.611
H 1.272 5.184 -1.191
H -0.698 3.197 -1.087
C -3.120 -1.652 -2.282
C -2.865 -1.680 -0.781
O -1.775 -2.536 -0.490
H -2.214 -1.662 -2.885
H -3.773 -0.799 -2.506
H -3.715 -2.512 -2.604
H -3.767 -1.935 -0.228
H -2.531 -0.677 -0.470
H -0.976 -2.007 -0.672
C 2.290 3.031 1.925
C 3.358 3.474 2.886
O 3.904 4.727 2.444
H 2.641 2.647 0.967
H 1.661 3.890 1.680
H 1.683 2.271 2.423
H 4.136 2.707 2.904
H 2.962 3.602 3.895
H 4.800 4.757 2.791
C -4.357 1.788 -2.698
C -2.844 1.973 -2.702
O -2.316 2.333 -1.421
H -4.858 2.726 -2.937
H -4.678 1.405 -1.731
H -4.598 1.058 -3.470
H -2.464 2.695 -3.430
H -2.401 1.013 -2.973
H -2.689 3.182 -1.151
C 3.266 2.788 -2.865
C 3.662 1.480 -3.554
O 2.680 1.049 -4.518
H 2.882 3.532 -3.566
H 4.111 3.257 -2.363
H 2.485 2.553 -2.138
H 3.755 0.717 -2.783
H 4.627 1.588 -4.056
H 2.854 1.544 -5.326
C 0.398 -5.439 -2.940
C 0.755 -3.985 -3.194
O 0.627 -3.686 -4.588
H 1.149 -6.077 -3.422
H -0.567 -5.691 -3.380
H 0.413 -5.715 -1.886
H 1.763 -3.789 -2.819
H 0.013 -3.396 -2.631
H 1.256 -2.971 -4.761
C 0.729 -6.160 1.574
C 0.256 -4.887 0.916
O 1.311 -4.328 0.171
H 0.935 -6.941 0.841
H 0.009 -6.524 2.313
H 1.635 -6.057 2.181
H -0.140 -4.231 1.705
H -0.607 -5.129 0.284
H 0.967 -3.585 -0.341
```

Calculated values
- Total energy: -2104.83738 hartree
- LUMO level: 0.18 eV
- F_max: 1.7 eV/Å
- SMILES: CC1(C)CCCC(C)(C)N1O.NC(N)=O.CCO.CCO.CCO.CCO.CCO.CCO.CCO.CCO.CCO
- Kohn-Sham gap: 8.1 eV

Computed, not measured: a cluster of 7 separate species, C28H77N7O7 in total, with ωB97M-V with the def2-TZVPD basis set.

The geometry in XYZ format:
```
119
C28H77N7O7 | OMol25 | ωB97M-V with the def2-TZVPD basis set
C -10.183 -1.424 -4.101
O -9.866 -0.214 -4.730
C -10.977 0.656 -4.768
C -10.725 1.960 -5.600
C -10.026 3.044 -4.773
N -11.963 2.511 -6.113
H -10.955 -2.039 -4.564
H -10.393 -1.263 -3.043
H -9.246 -1.976 -4.028
H -11.873 0.190 -5.177
H -11.393 0.881 -3.786
H -10.055 1.708 -6.422
H -10.709 3.852 -4.509
H -9.281 3.540 -5.395
H -9.565 2.656 -3.865
H -11.707 3.251 -6.752
H -12.461 1.850 -6.692
C 2.541 -6.984 -3.637
O 1.355 -7.673 -3.659
C 0.358 -6.972 -2.869
C -0.942 -7.810 -2.826
C -1.671 -7.964 -4.145
N -1.885 -7.219 -1.855
H 3.020 -6.891 -2.662
H 2.381 -6.007 -4.095
H 3.206 -7.484 -4.341
H 0.715 -6.862 -1.845
H 0.158 -5.989 -3.296
H -0.667 -8.811 -2.492
H -2.552 -8.597 -4.044
H -0.973 -8.351 -4.887
H -2.019 -7.019 -4.562
H -2.666 -7.858 -1.797
H -1.450 -7.416 -0.965
C 0.424 -0.209 1.588
O -0.705 0.141 0.828
C -1.114 -0.924 0.053
C -2.377 -0.452 -0.686
C -3.547 -0.174 0.251
N -2.821 -1.413 -1.694
H 0.866 0.551 2.233
H 1.262 -0.607 1.017
H 0.295 -1.114 2.182
H -0.447 -1.233 -0.751
H -1.341 -1.783 0.685
H -2.060 0.470 -1.173
H -3.224 0.469 1.070
H -3.957 -1.076 0.705
H -4.364 0.330 -0.264
H -3.717 -1.067 -2.005
H -2.927 -2.332 -1.289
C 2.265 -5.763 8.673
O 1.842 -5.721 7.324
C 1.066 -6.839 6.900
C 0.228 -6.503 5.608
C -0.865 -5.485 6.029
N -0.402 -7.720 5.013
H 1.405 -5.665 9.336
H 2.921 -4.923 8.900
H 2.829 -6.679 8.853
H 1.764 -7.671 6.800
H 0.429 -7.200 7.708
H 0.856 -6.061 4.835
H -1.459 -5.933 6.826
H -1.493 -5.156 5.202
H -0.327 -4.601 6.370
H -1.184 -7.948 5.610
H 0.239 -8.487 5.155
C 3.161 2.973 -6.430
O 3.885 3.711 -7.365
C 5.159 4.162 -6.980
C 5.136 5.601 -6.417
C 4.522 6.597 -7.368
N 6.474 6.094 -6.113
H 2.227 2.701 -6.922
H 3.000 3.509 -5.494
H 3.683 2.045 -6.198
H 5.508 3.472 -6.211
H 5.842 4.047 -7.822
H 4.535 5.514 -5.512
H 5.176 6.692 -8.234
H 4.441 7.607 -6.964
H 3.562 6.296 -7.788
H 6.960 5.475 -5.481
H 6.354 6.951 -5.593
C -1.163 5.476 4.934
O -0.620 6.205 3.844
C -1.524 6.347 2.720
C -0.682 6.838 1.521
C -1.432 7.017 0.249
N 0.302 5.860 1.161
H -1.753 4.602 4.660
H -1.804 6.180 5.465
H -0.329 5.188 5.574
H -1.964 5.391 2.435
H -2.384 6.951 3.007
H -0.244 7.812 1.737
H -1.902 6.086 -0.068
H -0.795 7.453 -0.521
H -2.235 7.754 0.270
H 1.076 5.990 1.798
H -0.150 5.002 1.443
C 8.931 0.930 3.540
O 8.626 1.958 4.431
C 8.142 1.418 5.619
C 7.985 2.510 6.637
C 6.980 3.572 6.147
N 9.264 3.075 6.860
H 8.000 0.527 3.142
H 9.633 0.128 3.770
H 9.273 1.324 2.583
H 7.200 0.873 5.558
H 8.877 0.684 5.950
H 7.695 2.055 7.584
H 7.347 3.965 5.199
H 6.765 4.324 6.907
H 6.019 3.136 5.874
H 9.767 2.356 7.359
H 9.581 3.060 5.901
```

Calculated values
- Total energy: -2022.74272 hartree
- LUMO level: 0.52 eV
- F_max: 2.8 eV/Å
- SMILES: COC[C@H](C)N.COC[C@H](C)N.COC[C@H](C)N.COC[C@H](C)N.COC[C@H](C)N.COC[C@H](C)N.COC[C@H](C)N
- Kohn-Sham gap: 9.6 eV

Computed, not measured: a structure of composition C28H78F3NaO26, with ωB97M-V with the def2-TZVPD basis set.

The geometry in XYZ format:
```
136
C28H78F3NaO26 | OMol25 | ωB97M-V with the def2-TZVPD basis set
Na -0.417 2.104 1.147
C 0.559 -0.638 0.072
O -0.485 0.109 -0.489
O 1.464 0.324 0.579
C 0.045 -1.827 0.984
F 1.043 -2.665 1.262
F -0.396 -1.315 2.128
F -1.042 -2.523 0.587
C -1.212 -0.556 -1.533
C -2.149 0.403 -2.162
H -2.901 0.012 -2.848
H -2.660 0.907 -1.341
H -1.626 1.219 -2.660
H -1.825 -1.367 -1.139
H -0.584 -0.863 -2.370
H 1.009 -1.183 -0.757
C -6.879 -2.748 -3.980
C -5.867 -1.721 -4.634
O -6.547 -0.470 -4.965
O -7.541 -2.074 -2.859
H -6.317 -3.632 -3.678
H -7.635 -3.164 -4.645
H -5.469 -2.193 -5.532
H -5.040 -1.519 -3.954
H -5.875 0.149 -5.260
H -8.207 -1.447 -3.147
C -1.684 -5.215 1.770
C -1.524 -6.367 2.764
O -0.966 -7.523 2.118
O -2.831 -5.454 0.866
H -0.770 -5.046 1.200
H -1.944 -4.280 2.266
H -2.472 -6.619 3.241
H -0.875 -6.098 3.597
H -1.512 -8.240 2.447
H -2.664 -6.112 0.187
C 1.599 -2.202 -6.449
C 2.012 -1.297 -5.274
O 2.592 -0.078 -5.732
O 2.684 -2.598 -7.160
H 0.888 -1.749 -7.141
H 1.089 -3.073 -6.037
H 2.817 -1.747 -4.693
H 1.145 -1.127 -4.635
H 3.398 -0.228 -6.231
H 2.423 -2.783 -8.066
C 4.153 -2.281 -1.925
C 4.249 -0.798 -2.155
O 5.471 -0.179 -1.762
O 4.061 -2.664 -0.538
H 5.036 -2.766 -2.340
H 3.284 -2.727 -2.408
H 3.477 -0.213 -1.655
H 4.095 -0.692 -3.229
H 5.375 0.069 -0.840
H 4.891 -2.465 -0.098
C 2.988 4.084 4.249
C 2.271 4.274 2.872
O 1.501 3.124 2.375
O 4.120 3.275 4.060
H 2.286 3.708 4.993
H 3.285 5.060 4.631
H 2.963 4.494 2.058
H 1.563 5.098 2.963
H 2.164 2.531 2.015
H 4.060 2.405 4.462
C -5.079 -0.585 1.739
C -3.680 -1.158 2.015
O -3.218 -0.794 3.309
O -4.969 0.798 1.235
H -5.684 -0.584 2.646
H -5.495 -1.206 0.946
H -3.025 -0.716 1.264
H -3.685 -2.239 1.879
H -3.751 -1.184 4.006
H -5.835 1.206 1.154
C -0.148 2.889 5.349
C -1.346 2.003 4.788
O -1.080 1.430 3.450
O -0.424 3.685 6.527
H 0.053 3.574 4.526
H 0.755 2.373 5.676
H -2.185 2.700 4.774
H -1.591 1.166 5.441
H -1.413 0.530 3.496
H -0.518 3.156 7.323
C 3.290 -3.599 5.020
C 1.762 -3.527 4.864
O 1.300 -2.211 5.013
O 3.679 -3.312 6.335
H 3.745 -2.914 4.305
H 3.792 -4.555 4.869
H 1.429 -4.175 5.674
H 1.341 -3.985 3.969
H 1.587 -1.682 4.265
H 3.745 -4.120 6.850
C 4.511 0.645 1.959
C 4.242 -0.764 2.463
O 2.965 -0.808 2.985
O 4.269 0.730 0.597
H 5.510 1.000 2.211
H 3.867 1.399 2.412
H 4.827 -0.876 3.375
H 4.484 -1.572 1.772
H 2.388 -0.604 2.245
H 3.327 0.578 0.487
C 2.218 4.384 -2.112
C 2.083 3.053 -1.344
O 0.960 2.306 -1.693
O 1.442 5.430 -1.565
H 1.946 4.304 -3.164
H 3.206 4.845 -2.111
H 2.093 3.197 -0.264
H 2.971 2.457 -1.554
H 1.004 1.369 -1.488
H 1.595 6.190 -2.130
C -2.010 4.192 -0.477
C -3.070 3.620 0.461
O -2.724 2.282 0.789
O -0.728 4.364 0.060
H -2.252 5.131 -0.974
H -1.924 3.439 -1.261
H -3.984 3.502 -0.121
H -3.151 4.343 1.273
H -3.473 1.777 1.113
H -0.075 4.428 -0.641
C -1.191 3.043 -4.924
C -0.472 1.766 -5.319
O 0.889 2.018 -5.622
O -2.530 2.712 -4.872
H -0.962 3.774 -5.699
H -0.759 3.348 -3.971
H -1.007 1.378 -6.186
H -0.414 1.057 -4.493
H 1.459 1.250 -5.705
H -3.028 3.528 -4.791
```

Calculated values
- Total energy: -3531.57161 hartree
- LUMO level: 0.03 eV
- F_max: 2.8 eV/Å
- Kohn-Sham gap: 8.8 eV

Computed, not measured: a cluster of 10 separate species, C28H78N2O15 in total, with ωB97M-V with the def2-TZVPD basis set.

The geometry in XYZ format:
```
123
C28H78N2O15 | OMol25 | ωB97M-V with the def2-TZVPD basis set
C 8.630 30.977 -9.469
O 8.041 29.765 -9.123
C 7.447 29.786 -7.836
C 7.196 28.360 -7.425
N 6.507 28.540 -6.145
C 6.360 27.314 -5.407
C 5.692 26.148 -6.129
O 5.813 24.959 -5.812
C 5.138 24.633 -4.606
H 9.102 30.951 -10.452
H 9.329 31.365 -8.798
H 7.732 31.653 -9.421
H 6.520 30.351 -7.889
H 8.147 30.253 -7.220
H 8.163 27.794 -7.272
H 6.606 27.761 -8.134
H 5.683 29.140 -6.210
H 5.961 27.500 -4.428
H 7.366 27.029 -5.063
H 6.146 25.996 -7.093
H 4.661 26.418 -6.394
H 5.514 25.056 -3.750
H 5.199 23.537 -4.500
H 4.055 24.897 -4.742
C 10.588 20.519 1.933
O 9.735 20.367 0.820
C 9.791 21.339 -0.137
C 10.958 21.178 -1.083
N 11.050 22.340 -2.005
C 9.867 22.606 -2.807
C 9.563 21.576 -3.870
O 9.004 21.888 -4.922
C 7.625 22.467 -4.889
H 11.572 20.566 1.521
H 10.592 19.619 2.573
H 10.358 21.426 2.509
H 9.679 22.270 0.373
H 8.922 21.196 -0.782
H 10.782 20.343 -1.697
H 11.874 21.115 -0.498
H 11.435 23.174 -1.586
H 10.091 23.551 -3.323
H 9.005 22.902 -2.199
H 8.940 20.828 -3.413
H 10.437 21.013 -4.077
H 6.913 21.669 -4.695
H 7.265 22.957 -5.807
H 7.504 23.117 -4.059
O 13.007 23.955 -3.773
C 13.596 24.238 -5.035
C 13.547 25.649 -5.349
O 13.813 25.885 -6.736
H 12.074 24.149 -3.747
H 14.600 23.888 -5.109
H 13.106 23.667 -5.805
H 14.225 26.254 -4.744
H 12.601 26.127 -5.183
H 13.788 26.847 -6.929
O 13.986 28.641 -6.239
C 12.988 29.509 -6.608
C 11.919 29.469 -5.632
O 10.898 30.167 -6.209
H 13.986 28.617 -5.288
H 13.370 30.494 -6.753
H 12.683 29.312 -7.638
H 12.261 29.882 -4.673
H 11.560 28.450 -5.503
H 10.128 30.048 -5.649
O 8.381 21.416 -8.904
C 9.518 20.917 -8.267
C 10.616 21.656 -8.830
O 11.856 21.228 -8.240
H 8.110 22.280 -8.556
H 9.315 21.195 -7.279
H 9.731 19.883 -8.280
H 10.498 22.698 -8.553
H 10.738 21.565 -9.873
H 12.533 21.805 -8.576
C 10.205 24.232 -6.281
C 9.276 25.320 -6.330
O 9.830 26.492 -5.797
H 9.652 23.308 -6.562
H 10.602 24.161 -5.308
H 11.021 24.331 -6.964
H 8.319 25.073 -5.884
H 9.024 25.637 -7.310
H 10.097 26.246 -4.896
C 8.416 24.623 -10.245
C 7.228 24.604 -9.411
O 7.490 23.959 -8.169
H 9.146 25.362 -9.789
H 8.170 24.956 -11.262
H 8.913 23.609 -10.317
H 6.350 24.171 -9.919
H 6.881 25.682 -9.300
H 6.881 24.258 -7.482
C 11.254 28.242 -10.015
C 10.479 27.844 -8.858
O 11.163 26.798 -8.214
H 11.607 27.364 -10.607
H 12.025 28.946 -9.719
H 10.673 28.808 -10.727
H 9.494 27.611 -9.093
H 10.412 28.700 -8.189
H 10.905 26.751 -7.304
C 12.749 23.322 -11.162
C 12.172 24.221 -10.271
O 12.791 24.235 -9.006
H 12.513 22.353 -10.693
H 13.778 23.407 -11.233
H 12.293 23.278 -12.146
H 11.111 24.012 -10.090
H 12.384 25.157 -10.728
H 12.317 24.896 -8.504
C 8.308 25.678 -2.672
C 9.437 26.524 -2.662
O 10.704 25.941 -3.067
H 7.496 26.265 -2.242
H 8.376 24.865 -1.975
H 7.987 25.275 -3.608
H 9.608 26.876 -1.638
H 9.240 27.398 -3.280
H 11.370 26.067 -2.447
```

Calculated values
- Total energy: -2351.31781 hartree
- LUMO level: 0.05 eV
- F_max: 12.1 eV/Å
- SMILES: COCCNCCOC.COCCNCCOC.OCCO.OCCO.OCCO.CCO.CCO.CCO.CCO.CCO
- Kohn-Sham gap: 8.3 eV